Record 1
{"formula": "C26H25B2Cl4F6O3S", "method": "wB97M-V/def2-TZVPD", "e_tot_ha": -4119.6828, "orbital_gap_ev": 6.985, "homo_ha": -0.192, "charge": -1, "de_lowest_kj_mol": 0.0, "elements": ["Cl", "B", "Cl", "Cl", "O", "C", "C", "C", "C", "C", "Cl", "C", "C", "H", "H", "H", "H", "H", "C", "C", "C", "C", "C", "B", "C", "C", "C", "C", "F", "F", "F", "C", "C", "C", "F", "F", "F", "C", "O", "C", "C", "C", "C", "C", "C", "O", "S", "H", "H", "H", "H", "H", "H", "H", "H", "H", "H", "H", "H", "H", "H", "H", "H", "H", "H", "H", "H"], "positions_angstrom": [[2.977833, -3.807333, -1.526637], [2.853748, -1.977413, -1.732354], [4.589632, -1.257305, -1.587262], [2.355838, -1.501591, -3.486754], [1.879289, -1.470202, -0.795005], [1.796395, -0.101529, -0.610168], [2.998941, 0.447199, 0.187022], [3.555576, 1.683168, -0.144624], [4.603139, 2.191839, 0.612617], [5.101811, 1.449449, 1.687953], [6.348244, 2.095578, 2.672415], [4.599953, 0.172007, 1.981100], [3.538771, -0.321740, 1.242045], [1.633599, 0.442733, -1.556661], [3.133916, 2.213560, -1.004538], [5.031504, 3.164018, 0.379476], [5.029036, -0.421346, 2.776352], [3.125691, -1.321598, 1.405831], [-5.830639, -0.806651, 0.965923], [-4.573563, -0.348435, 0.350334], [-4.326577, 0.870532, -0.249455], [-3.033656, 0.934940, -0.825555], [-2.340027, -0.274291, -0.696861], [0.823733, 0.326552, 0.485834], [-1.165779, -0.654699, -1.375985], [-0.740125, -1.999103, -1.321970], [-0.690729, -2.663363, -2.529768], [-0.669892, -4.175282, -2.534754], [0.317835, -4.698550, -3.318950], [-0.518633, -4.692072, -1.278942], [-1.874332, -4.635770, -3.028764], [-0.796358, -1.948593, -3.735237], [-0.795705, -0.551814, -3.697093], [-1.019758, 0.260203, -4.947771], [-0.948108, 1.606117, -4.696688], [-0.132582, -0.015568, -5.949886], [-2.281433, 0.005399, -5.439849], [-0.742854, 0.112235, -2.480447], [0.314760, 1.608795, 0.456092], [0.062159, 1.850686, 1.866148], [1.329323, 2.550855, 2.356125], [-1.108180, 2.798915, 1.955109], [-0.151617, 0.393905, 2.487076], [0.695000, 0.057655, 3.701115], [-1.602067, 0.109542, 2.820247], [0.334143, -0.502265, 1.456191], [-3.223491, -1.425802, 0.260655], [-6.610234, -0.067288, 0.757939], [-6.127721, -1.791861, 0.576585], [-5.669792, -0.901130, 2.046800], [-5.062776, 1.668064, -0.275468], [-2.580924, 1.782877, -1.294941], [-0.513654, -2.462842, -0.374065], [-0.875900, -2.485119, -4.685850], [-0.541542, 1.174505, -2.372136], [1.234555, 2.905687, 3.385955], [2.200082, 1.886234, 2.270905], [1.508604, 3.398081, 1.681639], [-1.298478, 3.066620, 3.004894], [-0.862422, 3.715179, 1.406575], [-2.022928, 2.378998, 1.523078], [0.538518, 0.785846, 4.500517], [0.393223, -0.927347, 4.075981], [1.753912, -0.015599, 3.431708], [-1.888101, 0.709800, 3.697406], [-2.284642, 0.344696, 1.997971], [-1.753543, -0.938967, 3.090825]], "forces_ev_per_angstrom": [[-0.2, -0.2, 0.0], [-0.1, 0.3, 0.0], [0.4, -0.1, 0.1], [-0.1, -0.1, -0.3], [0.7, -0.8, -0.2], [1.1, 0.2, 0.1], [0.6, -0.2, -0.4], [-0.3, -0.4, 0.3], [0.1, 0.0, 0.2], [-0.9, -0.6, -0.7], [0.6, 0.3, 0.3], [-0.1, 0.5, -0.2], [-0.4, 0.4, -0.7], [0.4, 0.0, 0.3], [0.3, 0.0, 0.4], [0.0, -0.2, 0.1], [0.1, 0.1, 0.1], [0.2, 0.4, 0.0], [-0.3, -0.2, 0.4], [0.5, 0.6, -0.5], [0.2, -0.7, 0.5], [0.4, -1.6, 0.6], [-0.9, 2.1, 1.9], [-1.7, -0.5, -1.5], [1.7, -0.6, -0.8], [-0.4, 0.3, -0.7], [0.6, 0.0, -0.5], [0.5, -0.2, -0.1], [-1.1, 0.3, 0.6], [-0.2, 0.3, -1.2], [1.0, 0.0, 0.4], [-0.6, -0.4, -0.1], [0.7, -0.1, -0.1], [0.4, 0.0, -0.2], [-0.1, -1.1, -0.5], [-0.9, 0.3, 0.7], [1.1, 0.4, 0.2], [-0.8, -0.5, -0.1], [0.2, -0.4, 1.1], [0.3, 0.2, -0.1], [0.1, -0.1, 0.1], [-0.4, 0.2, 0.3], [-0.1, 0.0, 0.1], [0.1, 0.1, 0.3], [-0.5, 0.1, 0.1], [0.0, 0.8, 0.3], [-0.4, 0.7, -0.9], [0.0, -0.2, 0.2], [-0.1, 0.3, 0.1], [-0.4, 0.0, -0.1], [0.1, -0.1, 0.0], [-0.1, 0.3, -0.4], [-0.7, -0.3, 0.1], [0.0, 0.3, 0.4], [-0.8, 0.0, -0.2], [0.0, 0.0, -0.1], [-0.2, 0.2, 0.2], [0.0, -0.1, 0.3], [0.0, 0.0, -0.2], [0.0, -0.2, 0.1], [0.2, 0.1, 0.1], [0.2, 0.0, 0.0], [0.0, 0.2, -0.1], [-0.2, 0.2, 0.1], [0.0, -0.1, -0.2], [0.2, 0.0, 0.2], [0.2, 0.0, -0.1]]}

***

Record 2
{"formula": "C26H25BCaClN6O5S", "method": "wB97M-V/def2-TZVPD", "e_tot_ha": -3271.6231, "orbital_gap_ev": 6.486, "homo_ha": -0.147, "charge": -1, "de_lowest_kj_mol": 14.6, "elements": ["Ca", "C", "C", "N", "N", "C", "N", "S", "C", "C", "C", "C", "C", "N", "H", "H", "H", "H", "H", "H", "H", "H", "H", "Cl", "C", "C", "C", "C", "O", "C", "C", "O", "C", "H", "H", "H", "H", "N", "C", "N", "C", "C", "O", "C", "C", "H", "H", "H", "H", "H", "H", "H", "H", "O", "B", "O", "C", "C", "C", "C", "C", "C", "H", "H", "H", "H"], "positions_angstrom": [[-0.934444, -0.057233, 0.446775], [-0.365868, -4.363337, -0.681598], [-0.167626, -2.909161, -0.398183], [-1.039112, -2.017348, -0.682656], [-2.228736, -2.441442, -1.247363], [-3.228112, -1.572806, -1.257609], [-4.353428, -2.114703, -1.830487], [-3.438028, 0.087219, -0.689348], [1.083200, -2.452558, 0.303079], [1.792183, -3.268739, 1.085964], [2.975341, -2.775209, 1.786147], [3.188339, -1.467101, 1.907000], [2.216851, -0.463508, 1.349632], [1.529986, -1.090618, 0.163838], [-1.025384, -4.476746, -1.536769], [-0.850017, -4.860788, 0.164674], [0.589667, -4.855180, -0.865081], [-4.209114, -2.953374, -2.366972], [-5.067869, -1.471298, -2.113503], [1.456353, -4.285758, 1.234041], [3.651309, -3.486630, 2.245258], [4.051587, -1.099175, 2.451002], [2.764497, 0.385158, 0.945931], [2.037034, -2.923728, 6.451521], [0.988112, -2.423535, 5.117605], [-0.159697, -3.139194, 4.829968], [-0.978073, -2.710578, 3.798741], [-0.695983, -1.568780, 3.016612], [-1.535079, -1.180756, 2.097965], [0.552977, -0.904286, 3.270324], [1.201652, 0.185472, 2.370484], [0.360804, 0.989359, 1.632249], [1.324756, -1.326807, 4.344889], [-0.418716, -4.012016, 5.417681], [-1.896780, -3.237374, 3.565858], [1.835622, 0.764477, 3.062631], [2.246273, -0.796962, 4.568539], [-0.412726, 1.650736, -1.653380], [-0.727696, 2.554136, -1.000923], [-1.077930, 3.552502, -0.201169], [-0.915063, 4.931101, -0.662719], [-2.254098, 5.456370, -1.136572], [-3.235702, 5.327316, -0.121026], [-3.429401, 3.961819, 0.247983], [-2.151127, 3.364823, 0.787163], [-0.167615, 4.954942, -1.453664], [-0.554278, 5.525278, 0.179283], [-2.572688, 4.902154, -2.029004], [-2.192000, 6.515660, -1.386465], [-3.770139, 3.386675, -0.620726], [-4.208612, 3.946760, 1.007680], [-2.280020, 2.308819, 1.006687], [-1.837551, 3.860463, 1.706331], [2.495238, 0.669451, -1.312273], [1.716194, -0.482388, -1.119274], [1.251254, -0.984862, -2.333751], [1.702523, -0.095671, -3.275662], [1.476958, -0.118658, -4.627102], [2.047959, 0.919409, -5.373070], [2.799131, 1.917189, -4.763120], [3.011882, 1.921903, -3.378013], [2.445617, 0.895771, -2.665541], [0.877027, -0.895311, -5.081497], [1.894526, 0.946885, -6.444312], [3.225379, 2.707548, -5.368012], [3.588479, 2.694228, -2.886692]], "forces_ev_per_angstrom": [[-0.9, 0.9, -1.0], [0.1, -0.2, 0.2], [0.4, 0.3, 0.1], [-0.6, -0.7, -0.6], [0.1, 0.5, 0.2], [0.3, -0.2, -0.1], [-0.1, 0.1, 0.1], [0.0, -0.7, -0.4], [-0.4, 0.3, -0.6], [0.3, -0.1, 0.3], [-0.2, -0.3, -0.1], [0.0, 0.3, 0.0], [0.0, -0.5, -0.2], [-0.4, 0.2, -0.1], [0.0, 0.0, 0.0], [0.0, 0.1, 0.0], [0.0, 0.0, 0.0], [0.0, 0.0, 0.0], [0.0, 0.0, 0.0], [0.0, 0.0, 0.0], [0.0, 0.0, 0.0], [0.0, 0.0, 0.0], [0.0, 0.0, 0.0], [-0.1, 0.1, -0.2], [0.0, -0.1, 0.1], [0.0, 0.0, 0.0], [-0.1, 0.0, 0.1], [0.2, 0.4, -0.2], [0.1, -0.8, 1.1], [0.0, 0.0, -0.1], [-0.5, -0.3, -0.3], [1.2, 0.7, 1.2], [0.1, 0.1, 0.0], [0.0, 0.0, 0.0], [0.0, 0.0, 0.0], [0.1, 0.1, 0.0], [0.0, 0.0, 0.0], [0.1, 0.1, 0.0], [0.0, 0.1, 0.2], [0.1, -0.1, -0.1], [0.0, -0.2, 0.1], [-0.2, 0.0, 0.0], [0.1, 0.0, 0.0], [-0.1, 0.1, -0.1], [0.2, 0.0, -0.1], [0.0, 0.0, 0.0], [0.0, 0.0, 0.0], [0.0, 0.0, 0.0], [0.0, 0.0, 0.0], [0.0, 0.0, 0.0], [0.0, 0.0, 0.0], [0.0, -0.1, 0.0], [0.0, 0.0, 0.0], [-0.1, 0.0, -0.2], [0.3, -0.3, 0.5], [0.1, 0.0, -0.1], [-0.3, -0.4, 0.0], [0.1, 0.2, -0.2], [0.0, 0.0, 0.1], [0.0, 0.0, 0.1], [0.0, 0.1, -0.2], [0.2, 0.2, 0.4], [0.0, 0.0, 0.0], [0.0, 0.0, 0.0], [0.0, 0.0, 0.0], [0.0, 0.0, 0.0]]}